## A
C4H8N2 in the gas phase. Source: OMol25; level of theory: ωB97M-V with the def2-TZVPD basis set.

Calculated values
Spin multiplicity ... 1
Charge ... 0
HOMO energy ... -6.40 eV

Last column: Löwdin charge in e.
Positions of all 14 atoms, in Å:
C -1.149 -0.840 0.106  -0.190
C 1.281 -0.550 0.279  -0.230
C 1.120 0.906 -0.016  -0.137
C -1.222 0.709 0.050  -0.147
H -1.933 -1.325 -0.488  0.097
H -1.249 -1.248 1.158  0.110
H 0.226 -0.938 -1.373  0.076
H 1.077 -0.832 1.299  0.099
H 2.267 -0.957 -0.126  0.132
H 1.965 1.494 -0.138  0.064
H -0.209 2.313 -0.436  0.135
H -2.259 1.141 0.243  0.115
N 0.212 -1.269 -0.436  -0.090
N -0.129 1.396 -0.122  -0.034


## B
C4H8N2 in the gas phase. Source: OMol25; level of theory: ωB97M-V with the def2-TZVPD basis set.

Calculated values
Spin multiplicity ... 1
Charge ... 0
HOMO energy ... -7.25 eV

Last column: Löwdin charge in e.
Positions of all 14 atoms, in Å:
C 0.090 -0.857 -1.560  -0.088
N -0.620 -1.570 -0.486  0.013
C -0.573 -0.060 -0.512  -0.253
C 0.294 0.171 0.700  -0.331
C 0.922 1.506 0.883  -0.220
N -0.279 1.157 1.642  -0.041
H -0.366 -0.947 -2.540  0.113
H 1.170 -0.961 -1.512  0.117
H -1.454 -2.105 -0.696  0.142
H -1.507 0.459 -0.724  0.145
H 0.059 -1.493 0.449  0.163
H 0.770 2.315 0.164  0.088
H 1.882 1.560 1.399  0.084
H -0.019 0.893 2.588  0.068


Stability ranking, top entry: A; the second entry is 0.0831 hartree less favorable.


## A
C4H8N2 in the gas phase. Source: OMol25; level of theory: ωB97M-V with the def2-TZVPD basis set.

Calculated values
Spin multiplicity ... 1
Charge ... 0
HOMO energy ... -10.40 eV
Structure (SMILES) ... CC(C)(N)C#N

Last column: Löwdin charge in e.
Positions of all 14 atoms, in Å:
C -0.790 1.067 -0.622  -0.069
C -0.014 -0.090 0.002  -0.597
C 1.504 0.090 -0.009  -0.053
N -0.372 -1.338 -0.623  0.055
C -0.649 -0.140 1.603  -0.135
N -1.034 -0.382 2.682  0.087
H -1.773 0.875 -0.121  0.085
H -0.771 1.023 -1.736  0.096
H -0.378 2.069 -0.356  0.094
H 1.907 -0.068 -1.018  0.092
H 1.935 -0.651 0.651  0.076
H 1.814 1.084 0.326  0.085
H 0.042 -2.095 -0.087  0.090
H -1.381 -1.481 -0.608  0.093


## B
C4H8N2 in the gas phase. Source: OMol25; level of theory: ωB97M-V with the def2-TZVPD basis set.

Calculated values
Spin multiplicity ... 1
Charge ... 0
HOMO energy ... -9.07 eV
Structure (SMILES) ... [H]/N=N\CC(=C)C

Last column: Löwdin charge in e.
Positions of all 14 atoms, in Å:
C -0.781 -0.178 0.903  -0.142
C 1.129 1.298 -0.041  -0.075
C 0.491 -0.057 -0.076  -0.367
C 1.049 -1.129 -0.630  0.046
N -1.511 0.347 -0.188  -0.152
N -2.413 -0.258 -0.767  0.061
H -2.691 -1.148 -0.300  0.048
H -0.665 0.563 1.693  0.115
H -1.059 -1.205 1.182  0.111
H 0.408 2.048 -0.366  0.078
H 1.992 1.333 -0.704  0.077
H 1.447 1.559 0.970  0.080
H 0.555 -2.088 -0.646  0.059
H 2.048 -1.086 -1.031  0.061


## C
C4H8N2 in the gas phase. Source: OMol25; level of theory: ωB97M-V with the def2-TZVPD basis set.

Calculated values
Spin multiplicity ... 1
Charge ... 0
HOMO energy ... -6.94 eV

Last column: Löwdin charge in e.
Positions of all 14 atoms, in Å:
C -0.376 -0.633 -1.593  -0.084
N -1.065 -1.316 -0.488  0.027
C -0.674 0.156 -0.381  -0.234
C 0.387 0.048 0.677  -0.342
C 1.382 1.130 0.852  -0.225
N 0.251 1.024 1.777  -0.044
H -0.976 -0.507 -2.488  0.114
H 0.645 -0.972 -1.748  0.119
H -2.019 -1.648 -0.577  0.146
H -1.524 0.843 -0.381  0.144
H -0.328 -1.545 0.303  0.144
H 1.370 2.026 0.228  0.087
H 2.381 0.846 1.192  0.083
H 0.545 0.548 2.627  0.067


## D
C4H8N2 in the gas phase. Source: OMol25; level of theory: ωB97M-V with the def2-TZVPD basis set.

Calculated values
Spin multiplicity ... 1
Charge ... 0
HOMO energy ... -8.59 eV
Structure (SMILES) ... CCNCC#N

Last column: Löwdin charge in e.
Positions of all 14 atoms, in Å:
C -1.956 0.418 -0.828  -0.124
C -1.166 -0.528 0.111  -0.241
N 0.315 -0.131 0.332  -0.058
C 1.971 -0.224 0.138  -0.098
C 2.149 -0.211 1.592  -0.282
N 1.826 -0.154 2.703  0.129
H -1.542 0.395 -1.840  0.062
H -1.922 1.457 -0.469  0.065
H -3.032 0.163 -0.889  0.072
H -1.652 -0.427 1.109  0.105
H -1.355 -1.578 -0.149  0.098
H 0.239 0.836 0.592  0.059
H 2.530 0.664 -0.294  0.111
H 2.528 -1.076 -0.315  0.103


Stability ranking, top entry: A; the second entry is 0.0786 hartree less favorable.


## A
2 unconnected molecules or ions with the total composition C4H8N2. Source: OMol25; level of theory: ωB97M-V with the def2-TZVPD basis set.

Calculated values
Spin multiplicity ... 1
Charge ... 0
HOMO energy (alpha / beta) ... -7.68 / -7.68 eV

Last column: Löwdin charge in e.
Positions of all 14 atoms, in Å:
C -0.838 1.485 -0.147  -0.015
N -0.036 0.328 0.283  -0.273
C -0.582 -0.473 1.167  0.006
C 1.178 0.190 -0.312  -0.179
C 2.010 -0.871 0.077  -0.286
N 2.662 -1.769 0.435  0.127
H -1.775 1.124 -0.573  0.100
H -0.290 2.053 -0.896  0.088
H -1.042 2.116 0.718  0.101
H -0.028 -1.339 1.505  0.075
H -0.888 -1.917 -1.208  0.043
H -1.566 -0.232 1.543  0.079
H 1.498 0.943 -1.013  0.096
H -0.302 -1.638 -1.579  0.038


## B
C4H8N2 in the gas phase. Source: OMol25; level of theory: ωB97M-V with the def2-TZVPD basis set.

Calculated values
Spin multiplicity ... 1
Charge ... 0
HOMO energy ... -8.58 eV
Structure (SMILES) ... C#CN(C)NC

Last column: Löwdin charge in e.
Positions of all 14 atoms, in Å:
C -0.180 2.562 -1.221  0.082
C 0.295 1.640 -0.630  -0.134
C -0.465 -1.291 -0.845  -0.103
C 0.701 0.504 1.555  -0.117
N 0.927 -0.814 -0.460  -0.111
N 0.882 0.487 0.075  -0.261
H -0.855 3.254 -1.589  -0.001
H -0.356 -2.422 -1.014  0.090
H -1.099 -0.990 0.055  0.080
H -0.940 -0.762 -1.716  0.068
H -0.147 -0.134 2.093  0.096
H 1.682 0.039 2.013  0.092
H 0.692 1.593 1.982  0.100
H 1.637 -0.905 -1.204  0.117


Stability ranking, top entry: A; the second entry is 0.0534 hartree less favorable.